{"formula": "C4H16KO4", "method": "the ωB97M-V functional and the def2-TZVPD basis", "total_energy_ha": -1062.607882, "charge": 1, "spin_multiplicity": 1, "max_force_ev_per_a": 1.8, "elements": ["K", "O", "O", "O", "O", "C", "C", "C", "C", "H", "H", "H", "H", "H", "H", "H", "H", "H", "H", "H", "H", "H", "H", "H", "H"], "positions_angstrom": [[0.252070, -0.095817, -1.414824], [4.808115, -1.978991, -0.946669], [-0.813744, -3.826341, 2.237859], [0.278826, 3.837847, 1.974802], [-4.548636, 1.793879, -2.606569], [-4.742384, 2.608544, -3.786854], [-0.417497, 5.041104, 1.737623], [0.056140, -4.268377, 3.266700], [5.094124, -3.312900, -1.354557], [-0.924694, 5.037623, 0.772817], [-1.185390, 5.208493, 2.492872], [4.204363, -3.800977, -1.752316], [-4.375802, 3.611169, -3.566769], [5.526084, -3.806901, -0.484236], [-4.173034, 2.201679, -4.622550], [0.865883, -4.771584, 2.738303], [-5.191752, 2.139121, -1.983016], [0.397632, 3.761816, 2.924384], [0.223668, 5.919741, 1.808353], [0.458985, -3.428833, 3.833268], [-1.104031, -4.580435, 1.719513], [-5.793552, 2.743571, -4.041675], [5.823481, -3.395935, -2.160306], [-0.334025, -5.088887, 3.868885], [5.615169, -1.548612, -0.655037]], "forces_ev_per_angstrom": [[0.01, 0.01, 0.12], [-0.60, 0.24, -0.55], [-0.63, 0.72, 0.13], [0.05, -0.35, -0.25], [-0.22, 0.25, -0.78], [0.28, 0.39, 0.66], [-0.48, 0.76, 0.48], [0.86, -1.16, -1.08], [0.71, 0.01, 0.30], [0.28, -0.26, -0.05], [-0.23, -0.14, 0.04], [-0.17, 0.16, 0.52], [0.22, 0.14, -0.19], [-0.31, -0.64, -0.15], [-0.18, -0.15, 0.17], [0.72, 0.19, 0.27], [0.03, -0.20, 0.28], [0.10, -0.06, 0.00], [0.28, -0.01, -0.27], [-0.41, -0.12, -0.01], [0.02, -0.09, 0.14], [-0.05, -0.45, -0.14], [0.18, 0.39, -0.10], [-0.55, 0.50, 0.48], [0.09, -0.13, -0.04]]}



{"formula": "C4H10P", "method": "the ωB97M-V functional and the def2-TZVPD basis", "total_energy_ha": -499.392983, "charge": 1, "spin_multiplicity": 1, "max_force_ev_per_a": 4.1, "elements": ["P", "C", "C", "C", "C", "H", "H", "H", "H", "H", "H", "H", "H", "H", "H"], "positions_angstrom": [[0.014012, 0.087362, 0.018028], [1.353777, -1.040071, -0.414517], [-2.258377, -0.481270, -0.503847], [1.072328, -0.940832, 1.135341], [0.382092, 1.844422, -0.142089], [1.071844, -1.958676, -1.028286], [0.774051, -1.865173, 1.646413], [0.594338, 2.076153, 0.876340], [-2.423885, -1.502432, -0.744385], [-0.458693, 2.359404, -0.543790], [2.006103, -0.537943, 1.514556], [-2.696269, 0.152039, -1.221975], [-2.790541, -0.359583, 0.511455], [1.228854, 2.122334, -0.771695], [2.323065, -0.605311, -0.758137]], "forces_ev_per_angstrom": [[-1.64, -1.84, -1.02], [-0.44, -1.00, -1.08], [0.78, 0.38, 3.97], [0.62, -0.54, -1.81], [0.47, -0.53, -0.05], [0.35, 1.21, 1.17], [-0.42, 0.67, -0.23], [0.03, 0.99, 0.73], [0.98, -1.01, -0.46], [-0.85, 0.44, 0.08], [-0.60, 0.64, 0.73], [0.36, 1.21, -0.95], [1.26, 0.25, -1.45], [0.11, -0.61, 0.05], [-1.01, -0.24, 0.33]]}



{"formula": "C3H6N2O2S", "method": "the ωB97M-V functional and the def2-TZVPD basis", "total_energy_ha": -775.059092, "charge": 2, "spin_multiplicity": 1, "max_force_ev_per_a": 4.1, "elements": ["S", "O", "O", "N", "N", "C", "C", "C", "H", "H", "H", "H", "H", "H"], "positions_angstrom": [[-2.272376, 1.430964, 0.209789], [1.102336, 0.029044, 0.958632], [-2.334741, -1.058319, -0.472754], [-1.221636, -1.196526, -0.226721], [0.547597, 0.927817, 0.432982], [-0.813443, 0.965789, 0.266771], [-0.421484, -2.314062, -0.148350], [1.361259, 2.049061, -0.058707], [2.089893, 2.461237, 0.602706], [0.642141, -1.975624, 0.052317], [-0.898926, -2.673043, 0.803528], [0.768942, 2.925277, -0.608016], [2.030095, 1.479121, -0.762244], [-0.579655, -3.050732, -1.049934]], "forces_ev_per_angstrom": [[1.90, 0.11, 0.37], [0.01, -1.25, 0.85], [-0.34, -0.94, -0.48], [-0.73, 2.99, -0.41], [0.51, 2.34, 0.49], [-2.40, -0.35, -0.29], [1.30, -2.25, -0.47], [-0.40, 1.13, -3.89], [0.03, 0.02, 1.51], [-1.33, -0.84, -0.39], [0.75, -0.76, -0.31], [1.02, -2.26, 1.28], [-0.55, 0.85, -0.02], [0.24, 1.21, 1.74]]}



{"formula": "C37H63IMnN6O6PSSb2", "method": "the ωB97M-V functional and the def2-TZVPD basis", "total_energy_ha": -4896.468609, "charge": 0, "spin_multiplicity": 5, "max_force_ev_per_a": 1.5, "elements": ["I", "Sb", "Sb", "Mn", "S", "P", "O", "O", "O", "O", "O", "O", "N", "N", "N", "N", "N", "N", "C", "C", "C", "C", "C", "C", "C", "C", "C", "C", "C", "C", "C", "C", "C", "C", "C", "C", "C", "C", "C", "C", "C", "C", "C", "C", "C", "C", "C", "C", "C", "C", "C", "C", "C", "C", "C", "H", "H", "H", "H", "H", "H", "H", "H", "H", "H", "H", "H", "H", "H", "H", "H", "H", "H", "H", "H", "H", "H", "H", "H", "H", "H", "H", "H", "H", "H", "H", "H", "H", "H", "H", "H", "H", "H", "H", "H", "H", "H", "H", "H", "H", "H", "H", "H", "H", "H", "H", "H", "H", "H", "H", "H", "H", "H", "H", "H", "H", "H", "H"], "positions_angstrom": [[-3.717521, 3.221005, 1.720235], [3.078030, -1.689628, -2.702763], [2.626729, 1.794681, -0.010354], [-0.194179, -0.761930, 0.471819], [-0.724438, -3.452443, 6.371384], [-1.168051, -3.213494, -1.309692], [-1.355213, -4.756591, 6.412046], [-0.787380, 1.300198, 0.011167], [0.647610, -3.474970, 5.856587], [0.367954, -2.215043, 1.894014], [0.817354, -0.107922, 2.090478], [-0.887410, -2.635944, 7.557139], [-0.409102, 2.408433, 1.952451], [-0.495114, -3.507190, -2.793991], [-2.389779, -0.660489, 1.405112], [-0.682370, -4.524614, -0.419090], [-0.850010, -1.737564, -0.868914], [-2.821213, -3.402754, -1.382284], [-2.210442, -3.265138, 4.042669], [-1.025802, 2.238433, 0.785987], [-5.315581, -3.637334, -0.506262], [-0.827686, -5.266587, -4.499388], [-1.384701, -2.879740, -5.018138], [4.410024, 3.281640, -3.169260], [-0.013851, -4.800848, -3.294786], [-0.533044, -2.455423, -3.824997], [-2.262955, -1.271761, 2.704392], [1.085723, -6.139712, 0.099372], [4.373955, 3.355977, -4.550036], [-3.401594, -4.685312, -1.792802], [2.899311, -1.832359, -0.544735], [-1.572527, -2.564045, 5.057584], [-2.051671, 3.259885, 0.380368], [-1.409991, -4.853909, 0.839032], [1.597154, -1.574807, 3.862083], [4.903656, -0.463634, -2.631740], [4.512978, 2.193255, -5.297998], [-3.648777, -2.264093, -1.827977], [0.896899, -1.300931, 2.589353], [-2.568319, -2.609442, 2.870904], [4.716750, 0.892827, -3.247193], [-1.172401, -6.316945, 1.188317], [4.564554, 2.064868, -2.488491], [-5.141814, -2.561897, -1.577019], [-0.856241, -4.196054, -5.589709], [4.573033, 2.081390, -0.984795], [3.377018, 2.527914, 1.877402], [1.925018, 3.708800, -0.711161], [-1.723283, -0.542390, 3.755655], [1.706563, -0.061587, -3.058359], [-1.369022, -1.190525, 4.930187], [0.325665, -6.583294, 1.353485], [4.687223, 0.986409, -4.643488], [0.777327, -4.681337, -0.211165], [-4.677269, -4.955019, -0.971998], [0.907892, -0.106824, -2.333225], [4.887609, 3.062180, -0.620965], [4.501907, 2.230001, -6.379989], [-4.848538, -3.302795, 0.421977], [0.158062, 1.646487, 2.319030], [1.771603, 3.655397, -1.791653], [-0.902739, -0.657442, 5.754239], [0.506422, -7.639030, 1.554727], [-1.578453, -6.951029, 0.391271], [-3.499889, -2.062340, -2.897996], [-3.035112, -3.151390, 2.051620], [1.038997, -2.301842, 4.464775], [5.224214, -0.431582, -1.592672], [-5.609545, -2.914953, -2.500639], [-2.432630, 3.026467, -0.603357], [1.749925, -0.651956, 4.415939], [0.484338, -2.275307, -4.185007], [3.556949, -1.116370, -0.054752], [1.872116, -1.637644, -0.239307], [4.796180, 0.071940, -5.221213], [4.250010, 4.314170, -5.040443], [3.027247, 1.894770, 2.694813], [-1.538349, 0.523434, 3.631736], [-0.073060, -5.538500, -2.500813], [1.037556, -4.690543, -3.587302], [1.091051, -4.062461, 0.634100], [-1.360255, -2.091766, -5.774540], [-1.704921, -6.550755, 2.114634], [-2.666851, -5.476373, -1.643102], [2.570446, -2.020143, 3.624811], [4.468858, 2.504269, 1.855057], [-2.948287, -1.223683, 0.782312], [0.980052, 3.970935, -0.231458], [-3.641982, -4.656841, -2.864040], [0.690180, -6.014721, 2.217422], [2.228968, 0.894838, -3.005730], [-0.898448, -1.534384, -3.376167], [-5.386074, -5.511815, -1.590075], [0.160854, -4.035742, -5.969643], [1.277813, -0.165555, -4.055462], [-0.681572, 3.155520, 2.570086], [0.783330, -6.762182, -0.752153], [-3.314710, -1.379364, -1.296069], [-4.444921, -5.577052, -0.104890], [-6.373180, -3.790601, -0.291455], [-2.778210, 0.271958, 1.455788], [2.669505, 4.476006, -0.488720], [-2.469235, -4.659246, 0.698152], [-0.404968, -6.198595, -4.883046], [5.641703, -1.031696, -3.198334], [-1.469617, -4.529751, -6.429177], [1.314464, -4.343229, -1.097119], [-2.426460, -3.009434, -4.702794], [-1.052318, -4.225933, 1.656872], [-1.660301, 4.273133, 0.412520], [5.242975, 1.330299, -0.559672], [3.154039, -2.839133, -0.209172], [-5.654345, -1.642367, -1.291163], [2.164167, -6.265388, 0.235376], [-1.851850, -5.475125, -4.170104], [4.323030, 4.191867, -2.582388], [3.042777, 3.553149, 2.040948], [-2.386641, -4.328663, 4.177838]], "forces_ev_per_angstrom": [[0.00, -0.06, -0.01], [0.02, 0.14, 0.20], [0.25, 0.25, -0.22], [-1.13, -0.69, 0.68], [-0.17, -0.14, 0.28], [-0.06, -0.26, 0.03], [-0.04, 0.04, -0.08], [-0.06, -0.22, 0.02], [-0.11, -0.12, 0.10], [0.08, 0.40, -0.59], [0.05, 0.06, 0.12], [-0.01, 0.08, -0.08], [0.02, -0.10, 0.09], [0.33, 0.14, -0.29], [0.68, -0.16, 0.44], [0.09, 0.26, 0.56], [0.52, 0.51, -0.25], [-0.32, 0.18, -0.02], [-0.02, 0.13, 0.08], [0.08, 0.02, -0.19], [0.06, 0.00, -0.14], [0.01, 0.09, -0.02], [0.08, -0.12, 0.02], [-0.06, -0.07, 0.17], [-0.29, 0.14, -0.09], [-0.16, -0.34, 0.07], [-0.35, 0.15, 0.02], [-0.09, -0.07, 0.08], [0.01, -0.01, -0.01], [-0.08, 0.11, 0.12], [0.09, -0.11, -0.07], [0.26, -0.01, -0.20], [-0.05, 0.20, 0.06], [0.21, -0.29, -0.36], [0.07, 0.08, -0.29], [-0.16, 0.03, -0.21], [0.01, -0.03, 0.07], [-0.02, -0.35, 0.05], [0.11, 0.14, -0.04], [-0.15, -0.09, -0.02], [0.17, -0.07, 0.04], [0.13, 0.05, 0.01], [0.02, 0.10, 0.05], [0.09, -0.12, 0.05], [-0.05, 0.00, 0.07], [-0.08, -0.09, -0.08], [-0.04, -0.14, 0.02], [-0.04, -0.07, -0.07], [-0.01, 0.13, 0.12], [0.28, 0.03, -0.19], [-0.22, -0.10, 0.04], [-0.04, 0.10, -0.11], [-0.03, -0.05, 0.07], [-0.12, -0.18, -0.01], [0.02, 0.10, 0.01], [-0.28, 0.00, 0.21], [0.05, -0.07, -0.03], [-0.02, -0.01, 0.02], [0.03, 0.00, 0.05], [0.15, -0.02, -0.05], [-0.01, 0.04, 0.10], [-0.06, -0.04, -0.11], [0.02, -0.02, 0.04], [-0.02, 0.01, 0.04], [0.06, -0.02, 0.03], [0.03, 0.10, 0.16], [0.23, 0.02, -0.02], [0.00, 0.02, -0.03], [0.00, 0.05, 0.01], [0.05, -0.03, -0.10], [0.03, 0.02, 0.00], [0.07, 0.01, 0.05], [-0.02, -0.01, 0.00], [0.04, -0.07, -0.08], [0.04, 0.07, 0.01], [0.01, -0.04, 0.03], [0.03, 0.07, -0.05], [-0.01, -0.14, 0.04], [0.03, 0.00, 0.04], [0.05, 0.02, 0.02], [0.00, 0.07, -0.03], [-0.03, 0.00, 0.00], [0.02, -0.01, -0.06], [-0.03, 0.01, -0.04], [-0.10, 0.01, 0.03], [-0.09, 0.03, 0.03], [-0.11, -0.11, -0.15], [0.06, 0.01, -0.02], [0.04, 0.03, 0.00], [0.00, -0.07, -0.04], [-0.09, -0.05, 0.04], [0.04, 0.04, 0.03], [0.03, -0.02, 0.03], [-0.06, -0.03, 0.00], [0.07, 0.01, 0.03], [-0.05, -0.03, -0.02], [0.06, 0.03, 0.05], [0.00, 0.10, 0.07], [-0.02, -0.02, -0.04], [-0.01, 0.01, 0.04], [-0.10, 0.09, 0.01], [-0.07, -0.03, 0.00], [-0.01, 0.01, -0.06], [-0.02, 0.01, 0.02], [0.04, 0.05, 0.04], [0.03, 0.03, -0.01], [-0.03, 0.02, -0.04], [0.03, 0.03, -0.01], [0.08, 0.06, -0.06], [0.04, 0.00, 0.00], [-0.02, 0.09, -0.04], [0.00, 0.05, -0.06], [-0.01, 0.00, -0.04], [-0.07, 0.02, -0.01], [0.06, -0.04, -0.04], [0.00, -0.06, -0.06], [0.03, -0.03, -0.01], [0.04, 0.12, -0.02]]}



Please write out number 3 again, unchanged.
{"formula": "C3H6N2O2S", "method": "the ωB97M-V functional and the def2-TZVPD basis", "total_energy_ha": -775.059092, "charge": 2, "spin_multiplicity": 1, "max_force_ev_per_a": 4.1, "elements": ["S", "O", "O", "N", "N", "C", "C", "C", "H", "H", "H", "H", "H", "H"], "positions_angstrom": [[-2.272376, 1.430964, 0.209789], [1.102336, 0.029044, 0.958632], [-2.334741, -1.058319, -0.472754], [-1.221636, -1.196526, -0.226721], [0.547597, 0.927817, 0.432982], [-0.813443, 0.965789, 0.266771], [-0.421484, -2.314062, -0.148350], [1.361259, 2.049061, -0.058707], [2.089893, 2.461237, 0.602706], [0.642141, -1.975624, 0.052317], [-0.898926, -2.673043, 0.803528], [0.768942, 2.925277, -0.608016], [2.030095, 1.479121, -0.762244], [-0.579655, -3.050732, -1.049934]], "forces_ev_per_angstrom": [[1.90, 0.11, 0.37], [0.01, -1.25, 0.85], [-0.34, -0.94, -0.48], [-0.73, 2.99, -0.41], [0.51, 2.34, 0.49], [-2.40, -0.35, -0.29], [1.30, -2.25, -0.47], [-0.40, 1.13, -3.89], [0.03, 0.02, 1.51], [-1.33, -0.84, -0.39], [0.75, -0.76, -0.31], [1.02, -2.26, 1.28], [-0.55, 0.85, -0.02], [0.24, 1.21, 1.74]]}